1.
ORCA calculation (the ωB97M-V functional and the def2-TZVPD basis) on a molecular structure, C35H42AsCl2N2O4V in a non-equilibrium geometry.

Multiplicity: 3
Lowest unoccupied orbital energy (alpha / beta) in eV: -0.05 / -0.04
Relative energy (zero: lowest compared OMol25 entry of this formula, charge and spin) in kJ/mol: 41.5
Expectation value of S²: 2.060
HOMO (alpha / beta) in eV: -5.1 / -5.1
Charge: 0

Each line ends with the Mulliken spin population.
Positions of all 87 atoms, in Å:
O -2.10 -0.93 -3.40  0.0022
C -3.22 -0.49 -3.55  0.0011
C -4.26 -1.22 -4.33  0.0030
C -4.21 -2.63 -4.36  -0.0004
H -3.53 -3.15 -3.67  0.0001
C -4.97 -3.32 -5.30  0.0000
H -4.91 -4.41 -5.35  0.0000
C -5.78 -2.61 -6.21  -0.0001
H -6.32 -3.14 -7.01  0.0000
C -5.89 -1.22 -6.11  0.0001
H -6.56 -0.67 -6.78  0.0000
C -5.14 -0.52 -5.16  0.0001
H -5.19 0.57 -5.05  0.0000
H -3.57 0.48 -3.13  -0.0012
C -0.08 1.06 -3.01  -0.0058
C 0.11 1.20 -1.56  -0.2194
H 0.67 1.63 -3.59  -0.0095
H -1.08 1.36 -3.31  -0.0032
H 0.03 0.00 -3.25  0.0023
C 0.81 2.08 -0.85  0.0988
C 2.04 2.83 -1.31  -0.0160
H 0.51 2.32 0.16  -0.0203
H 2.07 2.92 -2.40  0.0006
H 2.96 2.33 -0.97  0.0047
H 2.04 3.84 -0.88  0.0012
V -0.31 -0.42 -0.10  2.1502
Cl 0.70 -1.74 -1.64  0.0288
Cl -2.38 0.40 -0.59  -0.0130
C 2.86 -0.49 0.44  -0.0050
O 1.69 -0.26 0.84  -0.0505
N 3.94 -0.36 1.23  0.0004
C 3.81 0.10 2.61  0.0000
C 5.24 -0.88 0.84  0.0003
H 3.05 -0.84 -0.59  -0.0005
H 2.88 0.68 2.72  -0.0001
H 4.68 0.73 2.85  0.0002
H 3.80 -0.75 3.31  0.0000
H 5.25 -1.05 -0.25  0.0000
H 5.48 -1.82 1.35  -0.0001
H 6.02 -0.15 1.11  -0.0001
H -0.69 3.67 3.95  -0.0001
H -3.35 2.84 4.07  0.0001
C -0.81 3.51 2.86  0.0001
C -3.21 2.88 2.98  -0.0004
N -1.85 2.50 2.62  0.0043
H 0.14 3.19 2.43  -0.0006
C -1.61 1.30 2.09  0.0126
O -0.50 0.95 1.61  0.0080
H -3.91 2.18 2.51  -0.0002
H -2.47 0.61 2.09  -0.0021
H -1.14 4.45 2.41  0.0003
H -3.40 3.91 2.64  -0.0003
O -0.79 -1.85 1.10  0.0075
As -0.30 -2.46 2.61  0.0194
C -0.59 -1.16 3.99  0.0021
C 0.47 -0.54 4.64  0.0006
C 0.21 0.33 5.70  -0.0006
C -1.11 0.60 6.09  0.0012
C -2.17 -0.02 5.43  -0.0006
C -1.91 -0.93 4.39  -0.0006
C -1.37 -4.05 2.75  -0.0041
C -0.79 -5.30 2.99  0.0006
C -1.61 -6.44 3.00  -0.0002
C -2.99 -6.32 2.78  0.0008
C -3.55 -5.06 2.55  0.0000
C -2.74 -3.92 2.52  0.0030
C 1.52 -3.03 2.52  0.0011
C 2.26 -3.26 3.69  -0.0015
C 3.57 -3.75 3.59  -0.0003
C 4.11 -4.07 2.34  -0.0001
C 3.36 -3.87 1.18  -0.0004
C 2.07 -3.35 1.28  -0.0018
H 1.50 -0.77 4.35  0.0005
H 1.04 0.79 6.24  -0.0001
H -1.31 1.28 6.92  0.0001
H -3.20 0.18 5.72  -0.0001
H -2.73 -1.45 3.89  0.0003
H 0.28 -5.39 3.15  0.0002
H -1.17 -7.42 3.19  0.0000
H -3.63 -7.21 2.80  0.0001
H -4.63 -4.95 2.40  0.0000
H -3.16 -2.94 2.30  0.0008
H 1.82 -3.06 4.66  0.0002
H 4.16 -3.89 4.50  0.0000
H 5.13 -4.48 2.27  0.0001
H 3.76 -4.14 0.20  0.0000
H 1.48 -3.18 0.37  0.0014



2.
ORCA calculation (the ωB97M-V functional and the def2-TZVPD basis) on a molecular structure, C35H42CaCl2N2O4P in a non-equilibrium geometry.

Multiplicity: 1
Lowest unoccupied orbital energy (alpha / beta) in eV: 1.83 / 1.83
HOMO (alpha / beta) in eV: -0.6 / -2.6
Charge: -1

Each line ends with the Löwdin charge.
Positions of all 87 atoms, in Å:
O 1.02 -0.16 -4.94  0.0257
C 0.07 0.41 -5.46  -0.2000
C -0.09 1.86 -5.51  -0.1875
C 0.34 2.67 -4.45  -0.0511
H 0.56 2.24 -3.46  0.0544
C 0.51 4.04 -4.60  -0.0713
H 0.87 4.63 -3.75  0.1060
C 0.24 4.66 -5.83  -0.0770
H 0.52 5.71 -5.96  0.1039
C -0.31 3.88 -6.86  -0.0907
H -0.51 4.36 -7.83  0.0994
C -0.46 2.49 -6.73  -0.0333
H -0.78 1.88 -7.60  0.1138
H -0.53 -0.13 -6.17  0.1126
C -2.84 -0.74 -2.25  -0.1629
C -2.74 0.43 -1.32  -0.9508
H -3.41 -0.38 -3.14  0.0698
H -3.21 -1.64 -1.76  0.0613
H -1.84 -0.90 -2.68  0.0382
C -2.92 1.72 -1.77  -0.3585
C -4.21 2.53 -1.78  -0.1456
H -2.05 2.24 -2.16  0.0074
H -3.96 3.46 -2.32  0.0543
H -4.56 2.74 -0.74  0.0547
H -5.03 2.02 -2.36  0.0617
Ca -0.64 0.42 -0.25  1.0371
Cl 0.15 2.83 -0.86  -0.1535
Cl -3.35 0.25 0.38  0.5422
H 4.45 1.99 -3.35  0.0875
H 4.42 2.26 -0.82  0.0864
C 3.36 1.99 -3.20  -0.0537
C 3.40 1.86 -0.72  -0.0617
N 3.02 1.26 -1.99  -0.1809
H 2.88 1.51 -4.06  0.0735
C 2.28 0.15 -2.02  -0.3062
O 1.67 -0.31 -1.03  -0.1203
H 3.37 1.09 0.07  0.0982
H 2.25 -0.34 -3.01  0.1212
H 3.02 3.03 -3.12  0.0897
H 2.70 2.67 -0.46  0.0251
H -0.24 -5.19 0.13  0.0974
H 1.54 -5.05 -1.89  0.0938
C -0.86 -4.64 -0.58  -0.0176
C 0.86 -4.34 -2.38  -0.0374
N -0.02 -3.76 -1.38  -0.1692
H -1.63 -4.08 -0.05  0.0795
C -0.12 -2.44 -1.31  -0.3003
O -0.76 -1.86 -0.39  -0.1597
H 1.43 -3.52 -2.83  0.0890
H 0.38 -1.88 -2.13  0.1285
H -1.33 -5.37 -1.26  0.0892
H 0.27 -4.86 -3.15  0.0898
O 0.05 0.26 1.80  -0.5213
P 0.11 -0.28 3.22  0.7772
C -1.40 -1.27 3.42  -0.2599
C -2.45 -0.84 4.24  -0.0909
C -3.63 -1.59 4.30  -0.1068
C -3.77 -2.75 3.54  -0.1162
C -2.71 -3.19 2.75  -0.1002
C -1.52 -2.47 2.70  -0.0904
C 1.59 -1.31 3.43  -0.3006
C 2.39 -1.32 4.59  -0.1236
C 3.52 -2.14 4.67  -0.1448
C 3.87 -2.98 3.62  -0.1748
C 3.09 -2.99 2.47  -0.1341
C 1.97 -2.15 2.36  -0.1319
C 0.12 1.00 4.45  -0.2841
C 0.03 0.77 5.83  -0.1071
C 0.00 1.83 6.74  -0.0965
C 0.05 3.15 6.28  -0.1020
C 0.13 3.39 4.90  -0.0867
C 0.16 2.33 4.00  -0.0566
H -2.34 0.05 4.85  0.0942
H -4.45 -1.24 4.91  0.0925
H -4.72 -3.28 3.53  0.0895
H -2.81 -4.09 2.14  0.0890
H -0.67 -2.86 2.12  0.0856
H 2.15 -0.66 5.42  0.0738
H 4.16 -2.09 5.54  0.0806
H 4.78 -3.60 3.67  0.0745
H 3.36 -3.60 1.61  0.0831
H 1.40 -2.12 1.43  0.0771
H -0.03 -0.25 6.23  0.1104
H -0.06 1.64 7.82  0.0976
H 0.03 3.99 7.00  0.0982
H 0.17 4.42 4.54  0.0995
H 0.21 2.54 2.93  0.1038



3.
ORCA calculation (the ωB97M-V functional and the def2-TZVPD basis) on a molecular structure, C35H42CaGeN4O2SSbSe4 in a non-equilibrium geometry.

Multiplicity: 2
Lowest unoccupied orbital energy (alpha / beta) in eV: 3.67 / 3.09
Relative energy (zero: lowest compared OMol25 entry of this formula, charge and spin) in kJ/mol: 127.8
Expectation value of S²: 0.755
HOMO (alpha / beta) in eV: -1.9 / -1.9
Charge: -2

Each line ends with the Mulliken spin population.
Positions of all 91 atoms, in Å:
Ca 1.38 0.30 -1.18  0.0003
Se 3.02 -4.06 1.22  -0.0027
Sb 3.86 -2.64 -0.56  -0.0651
Se 2.90 -3.20 -2.74  0.0741
Se 3.82 -0.26 0.03  0.0082
Se 6.34 -3.13 -0.92  0.9857
N 2.63 0.40 -3.26  0.0021
C 2.23 1.78 -3.61  0.0001
C 0.69 1.87 -3.46  0.0000
O 0.01 1.85 -4.48  0.0000
O 0.28 1.88 -2.24  0.0002
H 3.64 0.28 -3.22  -0.0004
H 2.27 -0.26 -3.94  -0.0004
H 2.48 2.08 -4.63  0.0000
H 2.71 2.46 -2.90  -0.0001
C -2.73 -3.12 1.57  0.0001
C -1.47 -2.36 1.95  0.0006
C -1.85 -1.15 2.80  -0.0001
C -0.52 -3.28 2.73  -0.0013
N -0.83 -1.98 0.68  0.0001
N 0.47 -1.42 0.78  -0.0017
H -3.31 -3.40 2.46  0.0000
H -2.47 -4.03 1.02  0.0000
H -3.37 -2.51 0.93  0.0000
H -2.28 -1.46 3.76  0.0000
H -2.58 -0.53 2.28  0.0000
H -0.99 -0.51 3.02  0.0001
H -1.06 -3.73 3.56  0.0001
H 0.33 -2.74 3.12  0.0002
H -0.14 -4.07 2.08  0.0006
H -1.40 -1.28 0.21  -0.0003
H 1.15 -2.18 0.88  -0.0003
H 0.57 -0.82 1.60  0.0008
C 1.25 4.40 -0.16  0.0001
Ge 1.31 2.59 0.71  0.0015
C -0.42 2.81 1.77  0.0004
C -0.55 3.59 2.93  0.0000
C -1.76 3.72 3.60  0.0000
C -2.90 3.08 3.12  0.0001
C -2.80 2.30 1.98  -0.0001
C -1.58 2.17 1.32  -0.0007
C 2.64 3.01 2.17  -0.0003
C 3.52 4.05 2.04  0.0002
C 4.63 4.23 2.91  0.0001
C 4.87 3.34 3.92  -0.0002
C 3.99 2.24 4.11  0.0004
C 4.23 1.27 5.13  0.0000
C 3.41 0.20 5.28  0.0000
C 2.28 0.05 4.43  0.0002
C 2.03 0.97 3.47  -0.0001
C 2.88 2.09 3.25  -0.0005
H 1.08 5.21 0.56  0.0001
H 0.41 4.38 -0.87  0.0000
H 2.16 4.61 -0.73  0.0000
H 0.33 4.10 3.32  -0.0001
H -1.82 4.33 4.50  0.0000
H -3.84 3.18 3.64  0.0000
H -3.68 1.78 1.60  0.0000
H -1.53 1.55 0.43  0.0007
H 3.38 4.77 1.24  0.0000
H 5.30 5.07 2.76  0.0000
H 5.73 3.45 4.57  0.0000
H 5.10 1.40 5.77  0.0000
H 3.62 -0.55 6.03  0.0000
H 1.63 -0.82 4.54  0.0000
H 1.16 0.88 2.83  0.0000
N -0.14 -1.12 -2.13  -0.0025
S -1.33 -0.57 -3.00  0.0005
C -1.32 -1.44 -4.56  0.0018
C -2.36 -1.27 -5.47  -0.0003
C -2.32 -1.95 -6.67  0.0000
C -1.24 -2.78 -6.97  0.0001
C -0.20 -2.91 -6.07  -0.0004
C -0.23 -2.24 -4.85  -0.0183
C -2.86 -1.27 -2.37  0.0001
C -3.09 -2.64 -2.35  0.0002
C -4.27 -3.12 -1.81  -0.0001
C -5.21 -2.24 -1.28  0.0000
C -4.96 -0.87 -1.28  0.0000
C -3.77 -0.38 -1.83  0.0001
H -0.10 -2.14 -2.07  0.0000
H -3.19 -0.62 -5.23  0.0000
H -3.13 -1.84 -7.38  0.0000
H -1.21 -3.31 -7.92  0.0000
H 0.65 -3.55 -6.30  -0.0002
H 0.58 -2.33 -4.13  0.0167
H -2.35 -3.33 -2.74  -0.0001
H -4.45 -4.19 -1.78  0.0000
H -6.13 -2.62 -0.86  0.0000
H -5.68 -0.19 -0.86  0.0000
H -3.56 0.68 -1.83  0.0000



4.
ORCA calculation (the ωB97M-V functional and the def2-TZVPD basis) on a molecular structure, C35H42F4GeN6O2SSc in a non-equilibrium geometry.

Multiplicity: 2
Lowest unoccupied orbital energy (alpha / beta) in eV: -5.27 / -8.64
Relative energy (zero: lowest compared OMol25 entry of this formula, charge and spin) in kJ/mol: 109.5
Expectation value of S²: 0.791
HOMO (alpha / beta) in eV: -12.5 / -12.5
Charge: +2

Each line ends with the Mulliken spin population.
Positions of all 92 atoms, in Å:
Sc -0.15 -0.28 0.14  -0.0445
C -1.03 0.53 3.45  0.0070
N -0.90 1.29 2.19  0.0060
C -2.01 2.25 2.14  -0.0003
C 0.35 2.07 2.21  0.0224
C 1.56 1.16 2.40  -0.0457
N 1.41 -0.05 1.60  0.4546
C 2.23 -1.10 1.86  0.1148
C 2.04 -2.28 1.11  0.0953
F 1.04 -2.25 0.19  0.0107
C 2.77 -3.43 1.24  -0.0489
F 2.50 -4.45 0.46  -0.0070
C 3.79 -3.48 2.19  0.2421
C 4.02 -2.35 2.95  -0.0636
F 4.99 -2.37 3.85  -0.0096
C 3.29 -1.19 2.81  0.1527
F 3.63 -0.16 3.56  0.0251
H -0.92 1.21 4.32  0.0000
H -0.29 -0.26 3.53  -0.0009
H -2.02 0.08 3.50  -0.0011
H -1.98 2.91 3.02  0.0009
H -2.96 1.72 2.16  0.0001
H -1.95 2.87 1.25  0.0003
H 0.35 2.80 3.02  0.0012
H 0.41 2.61 1.26  -0.0022
H 1.65 0.91 3.46  0.0219
H 2.47 1.70 2.12  0.0202
H 4.39 -4.38 2.32  0.0058
C 3.16 0.34 -1.09  0.0157
O 1.85 -0.21 -1.27  -0.0093
C 1.65 -0.68 -2.60  0.0061
C 0.67 -1.83 -2.61  -0.0028
O -0.49 -1.50 -1.83  -0.0042
C -1.56 -2.43 -2.06  0.0002
H 3.35 1.10 -1.85  0.0010
H 3.91 -0.45 -1.17  -0.0018
H 3.20 0.80 -0.11  -0.0056
H 2.59 -1.05 -3.01  0.0008
H 1.31 0.16 -3.21  0.0001
H 1.12 -2.74 -2.20  -0.0003
H 0.36 -2.02 -3.64  0.0000
H -1.17 -3.43 -2.26  -0.0002
H -2.15 -2.09 -2.91  0.0001
H -2.17 -2.48 -1.16  0.0002
C -6.14 -0.38 0.21  0.0001
C -5.14 -1.23 0.89  -0.0001
N -5.36 -2.23 1.68  0.0001
N -4.13 -2.69 2.03  0.0003
C -3.13 -2.01 1.48  0.0004
S -1.48 -2.22 1.59  0.0012
N -3.77 -1.06 0.74  0.0007
N -3.08 -0.12 -0.01  0.0035
H -7.14 -0.73 0.44  0.0000
H -5.98 -0.42 -0.87  0.0000
H -6.05 0.66 0.54  0.0000
H -4.06 -3.48 2.65  0.0000
H -3.35 -0.20 -0.99  0.0005
H -3.32 0.82 0.31  0.0000
C -3.63 5.38 -0.11  0.0009
C -2.28 5.47 -0.42  -0.0003
C -1.59 4.36 -0.89  0.0053
C -2.23 3.13 -1.06  -0.0008
C -3.59 3.06 -0.74  0.0024
C -4.29 4.17 -0.28  -0.0008
Ge -1.12 1.58 -1.72  0.0025
C 0.43 2.53 -2.52  0.0010
C 1.49 2.92 -1.71  0.0057
C 2.51 3.74 -2.19  0.0017
C 2.48 4.17 -3.51  0.0002
C 1.43 3.78 -4.33  0.0002
C 0.41 2.98 -3.84  0.0009
C -2.15 0.83 -3.27  0.0041
C -1.47 0.18 -4.30  0.0026
C -2.14 -0.29 -5.42  -0.0007
C -3.51 -0.14 -5.53  0.0009
C -4.21 0.50 -4.52  -0.0007
C -3.53 0.97 -3.40  0.0016
H -4.17 6.25 0.24  0.0000
H -1.76 6.41 -0.30  0.0000
H -0.55 4.46 -1.13  0.0003
H -4.15 2.14 -0.86  0.0005
H -5.34 4.09 -0.06  0.0000
H 1.53 2.59 -0.68  0.0078
H 3.31 4.05 -1.53  0.0001
H 3.27 4.80 -3.89  0.0000
H 1.40 4.11 -5.36  0.0000
H -0.42 2.72 -4.49  0.0002
H -0.39 0.07 -4.26  0.0001
H -1.58 -0.77 -6.22  0.0000
H -4.03 -0.50 -6.41  0.0000
H -5.28 0.64 -4.60  0.0000
H -4.10 1.51 -2.65  0.0001



5.
ORCA calculation (the ωB97M-V functional and the def2-TZVPD basis) on 2 unconnected molecules or ions with the total composition C35H42N3OS in a non-equilibrium geometry.

Multiplicity: 1
Lowest unoccupied orbital energy in eV: -3.42
Relative energy (zero: lowest compared OMol25 entry of this formula, charge and spin) in kJ/mol: 0.0
HOMO in eV: -8.9
Charge: +1

Each line ends with the Löwdin charge.
Positions of all 82 atoms, in Å:
C 0.27 2.49 2.95  -0.0415
O 0.64 1.71 1.79  -0.2203
C 0.50 0.36 1.72  -0.3239
C -0.79 -0.25 2.00  -0.1856
C -1.05 -1.42 1.27  -0.0756
C -2.31 -2.01 1.28  -0.0678
C -3.33 -1.42 2.03  -0.0821
C -3.08 -0.27 2.77  -0.0709
C -1.80 0.26 2.85  -0.0169
C 1.73 -0.33 1.64  -0.3584
N 2.09 -1.49 2.29  -0.0662
C 1.20 -2.28 3.15  0.0123
C 3.43 -1.81 2.16  -0.3007
C 3.99 -3.04 2.78  -0.0142
C 4.15 -0.81 1.57  -0.5191
C 5.62 -0.70 1.51  -0.0901
S 3.15 0.49 1.07  1.1909
H 0.38 1.90 3.86  0.1024
H 0.94 3.35 2.96  0.1010
H -0.77 2.84 2.81  0.0813
H -0.23 -1.80 0.66  0.1117
H -2.47 -2.93 0.71  0.1122
H -4.32 -1.87 2.03  0.1042
H -3.89 0.21 3.32  0.1089
H -1.57 1.05 3.58  0.0962
H 1.79 -2.69 3.99  0.0969
H 0.40 -1.66 3.57  0.1021
H 0.76 -3.11 2.58  0.1078
H 5.02 -3.18 2.46  0.0808
H 4.01 -2.97 3.89  0.1004
H 3.43 -3.96 2.52  0.0985
H 6.08 -1.69 1.42  0.0780
H 5.95 -0.10 0.66  0.0787
H 6.04 -0.24 2.41  0.0972
C -5.95 3.07 -0.47  -0.0443
N -4.68 3.74 -0.26  -0.1243
C -4.75 5.07 0.31  -0.1602
C -3.45 5.84 0.11  -0.1628
C -2.27 5.02 0.61  -0.1476
C -2.29 3.62 0.07  -0.1397
C -3.52 3.04 -0.36  -0.1510
C -3.48 1.76 -0.95  0.0068
C -2.28 1.12 -1.17  0.0112
C -1.05 1.61 -0.61  -0.1746
C 0.19 0.90 -0.59  0.0161
C 0.51 -0.24 -1.40  -0.2013
C 1.84 -0.39 -1.89  0.0013
C 2.24 -1.45 -2.67  -0.1402
C 1.31 -2.48 -3.00  -0.1546
N 1.71 -3.58 -3.69  -0.1357
C 0.87 -4.75 -3.76  -0.0488
C 3.09 -3.80 -4.06  -0.1693
C 3.82 -2.50 -4.34  -0.1631
C 3.65 -1.53 -3.16  -0.1443
C -0.03 -2.34 -2.56  0.0088
C -0.40 -1.28 -1.75  -0.0442
C -1.12 2.91 -0.04  0.0250
H -6.02 2.69 -1.50  0.0941
H -6.08 2.22 0.21  0.1015
H -6.74 3.81 -0.31  0.0920
H -5.60 5.58 -0.16  0.1256
H -4.96 4.99 1.39  0.1368
H -3.32 6.07 -0.95  0.1257
H -3.52 6.79 0.65  0.1185
H -1.33 5.50 0.31  0.1237
H -2.28 5.02 1.71  0.1241
H -4.42 1.29 -1.25  0.1049
H -2.28 0.24 -1.81  0.1024
H 1.06 1.53 -0.37  0.1086
H 2.58 0.38 -1.65  0.0989
H -0.13 -4.50 -4.13  0.0873
H 1.35 -5.46 -4.44  0.0915
H 0.76 -5.23 -2.77  0.1042
H 3.61 -4.33 -3.25  0.1361
H 3.09 -4.45 -4.94  0.1240
H 4.88 -2.71 -4.52  0.1182
H 3.42 -2.03 -5.24  0.1238
H 4.01 -0.53 -3.45  0.1242
H 4.33 -1.86 -2.35  0.1227
H -0.76 -3.10 -2.82  0.1006
H -1.41 -1.29 -1.34  0.0890
H -0.20 3.38 0.31  0.1298



Question: multiplicity of number 1 (C35H42AsCl2N2O4V)?
Answer: 3



Question: Which formula does entry 5 have?
Answer: C35H42N3OS



Question: What is the multiplicity in the third record?
Answer: 2